Entry 1:
{
  "formula": "C20H27N3O2",
  "method": "ωB97M-V/def2-TZVPD",
  "symbols": ["O", "C", "N", "C", "H", "C", "N", "C", "C", "C", "C", "C", "C", "H", "H", "H", "H", "H", "C", "H", "C", "H", "H", "H", "H", "H", "H", "C", "H", "C", "C", "O", "N", "C", "H", "C", "H", "C", "C", "H", "C", "H", "H", "H", "H", "H", "H", "C", "H", "H", "H", "H"],
  "coordinates": [[0.527, 2.002, 1.207], [-0.385, 1.552, 0.540], [-1.315, 0.731, 1.076], [-2.444, 0.106, 0.429], [-2.504, 0.380, -0.621], [-2.328, -1.418, 0.560], [-2.250, -1.782, 1.957], [-2.700, -3.039, 2.358], [-3.979, -3.461, 1.983], [-4.477, -4.676, 2.406], [-3.721, -5.501, 3.223], [-2.458, -5.092, 3.607], [-1.947, -3.879, 3.180], [-0.949, -3.600, 3.479], [-1.853, -5.725, 4.239], [-4.114, -6.450, 3.555], [-5.470, -4.978, 2.103], [-4.597, -2.822, 1.370], [-1.093, -1.185, 2.587], [-1.081, -1.447, 3.645], [-1.202, 0.337, 2.466], [-0.317, 0.820, 2.881], [-2.093, 0.678, 3.004], [-0.152, -1.520, 2.121], [-3.190, -1.893, 0.095], [-1.422, -1.754, 0.026], [-3.360, 0.434, 0.937], [-0.547, 1.901, -0.944], [-1.567, 2.247, -1.120], [-0.161, 0.712, -1.830], [1.289, 0.983, -2.233], [2.035, 0.168, -2.729], [1.557, 2.273, -1.962], [2.842, 2.914, -2.158], [2.686, 3.971, -1.928], [3.933, 2.321, -1.242], [3.652, 1.301, -0.983], [5.192, 2.299, -2.103], [4.647, 1.919, -3.475], [4.375, 0.864, -3.479], [3.379, 2.763, -3.599], [3.614, 3.747, -4.008], [2.641, 2.291, -4.244], [5.353, 2.109, -4.282], [5.645, 3.292, -2.138], [5.933, 1.593, -1.733], [4.049, 2.892, -0.323], [0.466, 2.986, -1.339], [0.030, 3.707, -2.042], [0.821, 3.517, -0.451], [-0.766, 0.664, -2.738], [-0.221, -0.252, -1.328]],
  "e_above_lowest_kj_mol": 53.9,
  "smiles": "O=C([C@@H]1CC(=O)N(C2CCCC2)C1)N1CCN(c2ccccc2)CC1",
  "gap_ha": 0.319
}


Entry 2:
{
  "formula": "C20H27N3O2",
  "method": "ωB97M-V/def2-TZVPD",
  "symbols": ["C", "C", "C", "C", "C", "C", "H", "H", "C", "N", "C", "C", "C", "C", "C", "C", "N", "C", "N", "H", "C", "H", "H", "C", "C", "C", "C", "C", "O", "H", "H", "H", "O", "H", "H", "H", "H", "H", "H", "H", "H", "H", "H", "H", "H", "H", "H", "H", "H", "H", "H", "H"],
  "coordinates": [[-0.664, 2.114, 5.135], [0.001, 3.130, 4.213], [-0.002, 2.710, 2.742], [-1.408, 2.637, 2.127], [-1.937, 1.209, 1.967], [-1.241, 0.416, 0.860], [-0.158, 0.522, 0.944], [-1.474, -0.646, 0.969], [-1.667, 0.856, -0.545], [-0.957, 0.122, -1.558], [-1.282, -1.143, -2.005], [-2.386, -1.939, -1.775], [-2.419, -3.184, -2.387], [-1.381, -3.615, -3.198], [-0.267, -2.820, -3.432], [-0.227, -1.580, -2.827], [0.715, -0.572, -2.853], [0.303, 0.451, -2.029], [1.021, 1.483, -1.811], [0.600, 2.173, -1.203], [2.039, -0.651, -3.413], [2.220, 0.224, -4.045], [2.090, -1.556, -4.017], [3.136, -0.675, -2.310], [2.587, -1.378, -1.098], [2.339, -0.927, 0.164], [1.729, -2.005, 0.853], [1.649, -3.024, -0.042], [2.167, -2.655, -1.227], [1.261, -4.020, 0.032], [1.398, -2.014, 1.872], [2.578, 0.043, 0.549], [3.591, 0.607, -2.010], [2.792, 1.163, -1.860], [4.006, -1.228, -2.690], [0.537, -3.172, -4.058], [-1.436, -4.590, -3.657], [-3.269, -3.829, -2.223], [-3.195, -1.612, -1.140], [-1.467, 1.921, -0.693], [-2.738, 0.692, -0.687], [-1.809, 0.675, 2.909], [-3.008, 1.245, 1.752], [-1.408, 3.125, 1.151], [-2.101, 3.198, 2.756], [0.600, 3.432, 2.187], [0.493, 1.741, 2.655], [1.038, 3.267, 4.531], [-0.503, 4.094, 4.313], [-1.720, 2.008, 4.901], [-0.578, 2.433, 6.171], [-0.186, 1.141, 5.037]],
  "e_above_lowest_kj_mol": 136.6,
  "smiles": "[H]/N=c1\\n(CCCCCCC)c2ccccc2n1C[C@@H](O)c1ccco1",
  "gap_ha": 0.310
}


Entry 3:
{
  "formula": "C20H27N3O3S",
  "method": "ωB97M-V/def2-TZVPD",
  "symbols": ["C", "H", "H", "H", "C", "N", "C", "O", "C", "N", "O", "C", "C", "H", "C", "O", "C", "C", "C", "C", "C", "C", "S", "C", "H", "H", "H", "H", "H", "H", "H", "H", "H", "C", "H", "H", "C", "N", "C", "C", "H", "H", "C", "H", "H", "C", "H", "H", "H", "H", "H", "H", "H", "H"],
  "coordinates": [[-1.701, -3.411, -0.292], [-0.691, -3.017, -0.214], [-1.772, -4.305, 0.322], [-1.883, -3.686, -1.329], [-2.715, -2.370, 0.182], [-2.680, -1.183, -0.646], [-1.776, -0.193, -0.523], [-1.709, 0.746, -1.305], [-0.787, -0.242, 0.590], [-0.927, -0.819, 1.758], [0.185, -0.553, 2.481], [1.020, 0.204, 1.749], [0.458, 0.442, 0.530], [0.843, 1.007, -0.290], [2.329, 0.609, 2.346], [3.307, 0.867, 1.374], [3.715, -0.152, 0.558], [3.327, -1.476, 0.654], [3.828, -2.411, -0.242], [4.712, -2.025, -1.229], [5.110, -0.700, -1.331], [4.616, 0.240, -0.446], [5.013, 1.957, -0.444], [6.148, 2.115, -1.856], [5.646, 1.824, -2.774], [7.041, 1.520, -1.688], [6.412, 3.167, -1.899], [5.801, -0.415, -2.107], [5.101, -2.751, -1.927], [3.517, -3.441, -0.160], [2.637, -1.798, 1.419], [2.657, -0.159, 3.062], [2.215, 1.557, 2.885], [-3.633, -1.105, -1.733], [-3.653, -2.060, -2.268], [-3.284, -0.325, -2.412], [-5.049, -0.774, -1.243], [-5.067, 0.387, -0.391], [-4.798, 1.651, -1.053], [-5.147, 2.686, 0.016], [-5.483, 3.623, -0.426], [-4.270, 2.891, 0.627], [-6.241, 2.008, 0.859], [-5.960, 1.990, 1.911], [-7.198, 2.521, 0.774], [-6.329, 0.585, 0.298], [-6.449, -0.170, 1.078], [-7.184, 0.501, -0.398], [-3.754, 1.709, -1.359], [-5.440, 1.780, -1.944], [-5.698, -0.654, -2.133], [-5.441, -1.613, -0.659], [-2.509, -2.094, 1.216], [-3.722, -2.786, 0.125]],
  "e_above_lowest_kj_mol": 322.4,
  "smiles": "CCN(CCN1CCCC1)C(=O)c1cc(COc2ccccc2SC)on1",
  "gap_ha": 0.322
}


Entry 4:
{
  "formula": "C20H27N3O3S",
  "method": "ωB97M-V/def2-TZVPD",
  "symbols": ["C", "H", "H", "H", "C", "N", "C", "C", "N", "C", "O", "C", "N", "O", "C", "C", "H", "C", "H", "H", "O", "C", "C", "C", "C", "C", "C", "S", "C", "H", "H", "H", "H", "H", "H", "H", "C", "C", "H", "H", "H", "H", "H", "H", "H", "C", "H", "H", "C", "H", "H", "H", "H", "H"],
  "coordinates": [[1.226, 3.062, -0.106], [1.705, 3.462, 0.784], [1.500, 3.682, -0.955], [0.147, 3.117, 0.021], [1.637, 1.605, -0.308], [3.077, 1.433, -0.205], [3.528, 0.158, 0.305], [2.861, -1.099, -0.307], [1.797, -1.427, 0.614], [0.551, -1.642, 0.174], [0.284, -1.746, -1.017], [-0.559, -1.740, 1.159], [-0.645, -1.072, 2.286], [-1.890, -1.257, 2.773], [-2.582, -2.054, 1.941], [-1.782, -2.406, 0.892], [-2.016, -3.022, 0.052], [-4.054, -2.205, 2.142], [-4.352, -3.256, 2.166], [-4.341, -1.719, 3.084], [-4.741, -1.644, 1.034], [-4.212, -0.442, 0.591], [-4.112, 0.673, 1.407], [-3.529, 1.834, 0.926], [-3.043, 1.878, -0.368], [-3.149, 0.773, -1.195], [-3.728, -0.395, -0.721], [-3.903, -1.869, -1.671], [-2.555, -1.716, -2.884], [-2.511, -2.676, -3.388], [-1.618, -1.527, -2.366], [-2.779, -0.938, -3.608], [-2.764, 0.820, -2.200], [-2.579, 2.778, -0.743], [-3.447, 2.696, 1.569], [-4.478, 0.627, 2.421], [2.263, -1.168, 1.959], [3.218, 0.027, 1.816], [4.127, -0.131, 2.392], [2.753, 0.946, 2.165], [1.426, -0.964, 2.623], [2.804, -2.053, 2.316], [3.576, -1.927, -0.353], [2.440, -0.934, -1.298], [4.607, 0.121, 0.135], [3.848, 1.962, -1.311], [4.888, 2.039, -0.977], [3.491, 2.976, -1.499], [3.806, 1.168, -2.623], [4.260, 0.187, -2.501], [4.357, 1.707, -3.390], [2.783, 1.040, -2.967], [1.235, 1.245, -1.268], [1.171, 1.016, 0.481]],
  "e_above_lowest_kj_mol": 337.0,
  "smiles": "CCN(CC)[C@H]1CCN(C(=O)c2cc(COc3ccccc3SC)on2)C1",
  "gap_ha": 0.322
}


Entry 5:
{
  "formula": "C20H27N3O4",
  "method": "ωB97M-V/def2-TZVPD",
  "symbols": ["C", "H", "O", "C", "C", "N", "C", "C", "N", "C", "O", "C", "N", "O", "C", "C", "H", "C", "O", "C", "C", "C", "C", "C", "C", "C", "H", "H", "H", "H", "H", "C", "H", "H", "H", "H", "H", "H", "C", "H", "C", "H", "H", "H", "H", "H", "H", "H", "H", "H", "H", "H", "H", "H"],
  "coordinates": [[-3.189, 3.663, -5.843], [-3.557, 4.063, -6.786], [-2.160, 2.763, -6.171], [-1.428, 2.282, -5.069], [-2.210, 1.274, -4.207], [-1.294, 0.491, -3.399], [-1.751, -0.845, -3.068], [-2.803, -0.859, -1.948], [-2.264, -0.191, -0.780], [-2.016, -0.917, 0.329], [-2.316, -2.099, 0.413], [-1.367, -0.266, 1.498], [-1.301, 1.017, 1.766], [-0.668, 1.154, 2.954], [-0.342, -0.062, 3.426], [-0.764, -1.013, 2.545], [-0.670, -2.076, 2.602], [0.389, -0.154, 4.727], [1.239, -1.268, 4.787], [2.291, -1.344, 3.905], [2.635, -0.351, 3.003], [3.714, -0.514, 2.140], [4.447, -1.687, 2.198], [4.107, -2.678, 3.105], [3.035, -2.531, 3.965], [2.648, -3.593, 4.946], [2.688, -3.200, 5.960], [1.625, -3.916, 4.764], [3.312, -4.450, 4.868], [4.686, -3.589, 3.140], [5.285, -1.831, 1.533], [4.073, 0.583, 1.182], [4.662, 1.346, 1.692], [4.663, 0.197, 0.355], [3.179, 1.060, 0.786], [2.076, 0.571, 2.950], [-0.327, -0.304, 5.543], [0.928, 0.786, 4.908], [-1.851, 1.164, -1.057], [-1.434, 1.619, -0.162], [-0.819, 1.158, -2.203], [-0.536, 2.181, -2.449], [0.075, 0.625, -1.865], [-2.736, 1.737, -1.356], [-3.056, -1.882, -1.668], [-3.709, -0.335, -2.271], [-2.151, -1.321, -3.964], [-0.879, -1.415, -2.734], [-2.728, 0.599, -4.892], [-2.968, 1.803, -3.609], [-1.078, 3.125, -4.456], [-0.562, 1.771, -5.494], [-2.812, 4.487, -5.223], [-4.015, 3.173, -5.316]],
  "e_above_lowest_kj_mol": 469.9,
  "smiles": "COCCN1CCN(C(=O)c2cc(COc3cc(C)ccc3C)on2)CC1",
  "gap_ha": 0.328
}


| no. | highest occupied orbital energy (eV) | lowest unoccupied orbital energy (eV) |
| --- | --- | --- |
| 1 | -8.07 | 0.62 |
| 2 | -7.68 | 0.77 |
| 3 | -7.97 | 0.78 |
| 4 | -7.98 | 0.77 |
| 5 | -8.24 | 0.68 |